Formula: C4H10N2
Source: the OMol25 dataset
Level of theory: the ωB97M-V functional and the def2-TZVPD basis

Output
Relative energy (zero: lowest compared OMol25 entry of this formula, charge and spin)   0.4691 eV
HOMO   -9.014 eV
Multiplicity   1
Molar mass   86.14 g/mol
Lowest unoccupied orbital energy   0.035 hartree
SMILES   [H]/N=C\NCCC

XYZ file:
```
16
Properties=species:S:1:pos:R:3:forces:R:3
H 0.730451 2.658345 -0.339106 -0.11 -0.03 0.02
N 0.986852 2.919592 0.611481 0.20 -0.48 0.08
C 0.914388 1.934961 1.421701 -0.26 0.15 -0.15
N 0.527920 0.635412 1.206715 -0.28 -0.43 -0.06
C 0.052016 0.179737 -0.099209 0.24 1.33 0.08
C -0.391460 -1.252016 -0.082615 0.83 -0.80 0.87
C -0.816375 -1.706015 -1.456139 -0.62 0.37 0.07
H 1.197316 2.106973 2.451285 0.01 0.10 0.29
H 0.213641 0.104672 2.019152 0.29 0.35 -0.44
H 0.890968 0.330451 -0.807591 -0.45 -0.14 0.12
H -0.790547 0.832338 -0.433063 0.43 -0.34 0.05
H -1.176657 -1.372165 0.688308 0.11 -0.05 -0.48
H 0.463373 -1.892362 0.253413 -0.55 0.47 -0.13
H -0.016625 -1.608276 -2.171966 0.32 0.24 -0.28
H -1.101039 -2.734322 -1.467162 -0.24 -0.81 0.11
H -1.684221 -1.137325 -1.795206 0.08 0.07 -0.15
```
Positions in Å, forces in eV/Å.